Record 1
A molecular structure, C42H42Li2O18S in a non-equilibrium geometry, computed with the ωB97M-V functional and the def2-TZVPD basis.

Structure (XYZ):
```
105
Properties=species:S:1:pos:R:3:forces:R:3
Li -0.64258 -47.32943 63.08184 0.539 -0.433 0.104
Li 4.05779 -47.67327 65.81678 -0.224 -0.340 -0.681
S 1.94489 -48.89746 63.78871 2.411 -3.169 2.649
O 2.26657 -49.56852 62.58482 -0.855 -0.701 -2.436
O 1.33903 -49.80819 64.75101 -0.792 -0.108 0.146
O 3.22680 -48.39445 64.30623 1.365 0.650 2.287
O 1.12349 -47.78025 63.63378 -4.540 4.970 -1.608
C -2.69346 -47.81774 68.54707 4.217 -0.703 -2.187
C -1.49126 -48.12437 67.83606 -0.997 3.062 -0.288
C -0.83337 -47.01738 67.24448 -1.571 -3.549 2.116
C -1.18629 -45.73900 67.52365 1.591 2.359 -1.104
C -2.31050 -45.48269 68.24424 -1.851 1.825 1.782
C -3.10645 -46.57894 68.73318 -0.620 4.410 -0.501
O -4.35081 -46.27132 69.28186 0.294 -1.727 0.714
O 0.20076 -47.28545 66.47041 2.016 1.319 -1.979
H -3.23058 -48.56551 68.90921 -2.369 -3.400 1.565
H -1.09071 -49.08340 67.59203 -0.293 -0.801 0.249
H -0.43829 -44.97062 67.10485 -1.603 -0.831 0.828
H -2.58079 -44.37463 68.54227 0.363 -2.513 -0.747
H -4.70384 -47.12314 69.67948 0.497 1.622 -0.676
H 0.58533 -48.11724 66.68486 0.313 -1.214 0.100
C -1.19374 -48.60407 59.33059 -8.254 -10.740 6.924
C -2.65755 -48.81211 59.30806 1.606 1.952 -0.375
C -3.29981 -49.70711 60.15322 1.363 -0.293 -0.270
C -2.51900 -50.48957 61.04087 -0.705 1.073 1.369
C -1.14975 -50.29094 61.24623 1.137 -1.678 -1.708
C -0.49811 -49.46910 60.25596 -0.210 0.778 1.002
O 0.85429 -49.36778 60.28519 0.456 0.495 0.094
O -4.68543 -49.85052 60.08719 0.816 -3.810 0.669
H -0.67445 -47.94093 59.01384 5.771 8.197 -4.922
H -3.31737 -48.11087 58.73634 0.776 -0.822 0.269
H -3.07539 -51.03150 61.81189 0.159 -0.401 -0.396
H -0.48485 -51.09098 61.84854 -1.747 2.246 -1.126
H 1.29478 -49.43538 61.18034 -0.673 -0.328 -0.904
H -4.75698 -50.89570 60.24904 -0.436 3.506 -0.517
C 2.77073 -42.97531 64.21473 2.921 2.048 -5.182
C 3.58693 -42.05273 63.43345 -0.149 0.062 3.952
C 4.23636 -42.41901 62.30607 0.914 0.978 -2.612
C 3.96432 -43.63879 61.70246 -1.550 -2.364 1.715
C 3.15718 -44.56190 62.45369 -1.008 -0.435 -0.005
C 2.49557 -44.16624 63.67690 1.127 -2.024 -2.130
O 1.69104 -44.97834 64.41477 -0.958 -2.402 0.025
O 5.17833 -41.52603 61.72633 -1.650 -0.096 8.005
H 2.51619 -42.76029 65.14231 -1.478 1.270 4.039
H 3.91916 -41.15261 64.01395 -0.440 -0.632 -1.064
H 4.36097 -43.93937 60.74396 0.252 -0.013 0.085
H 2.92618 -45.66519 62.20485 0.755 1.983 -0.331
H 1.51934 -45.93826 64.11200 0.976 2.082 0.179
H 5.30611 -41.52796 60.86758 0.419 -0.715 -6.589
C 7.32190 -47.31308 62.60361 -0.872 -4.308 1.371
C 8.55731 -47.79598 63.11766 0.055 3.105 -1.561
C 8.75111 -48.99644 63.68863 -2.609 -2.005 0.881
C 7.55954 -49.85557 63.76756 3.406 -1.591 -0.003
C 6.37634 -49.55196 63.19724 -1.894 2.110 0.778
C 6.19387 -48.18951 62.76311 -0.040 1.236 0.047
O 4.93285 -47.61714 62.63157 0.425 -0.780 -0.014
O 9.90944 -49.41909 64.27050 0.233 -0.050 0.113
H 7.31978 -46.42935 62.04557 -0.476 1.369 -0.297
H 9.32662 -47.00031 63.00932 0.081 -1.047 0.276
H 7.64616 -50.91408 64.13610 0.343 1.313 0.005
H 5.50892 -50.23264 63.41301 0.871 0.872 -0.774
H 4.23799 -48.06185 63.22317 1.330 0.340 -1.134
H 10.49076 -48.66159 64.42093 -0.152 -0.152 -0.159
C 4.01607 -51.87902 65.38075 -5.578 1.909 0.711
C 5.27687 -52.30104 65.33088 4.924 0.055 -0.221
C 6.02879 -52.33350 66.59551 1.240 -0.483 -1.944
C 5.49696 -52.21339 67.80953 -7.633 0.796 -4.924
C 4.06251 -51.96075 67.81127 -0.729 0.849 1.096
C 3.31541 -51.66935 66.63140 0.839 0.340 2.274
O 1.98536 -51.08507 66.81438 2.404 -1.137 -0.798
O 7.39590 -52.39572 66.54628 0.789 -0.129 -1.938
H 3.23011 -51.53048 64.63499 1.945 -1.016 -0.357
H 5.96212 -52.39820 64.35924 -1.978 0.111 2.167
H 5.93537 -52.30678 68.65405 3.261 -0.534 5.425
H 3.57971 -51.85087 68.85669 0.581 -0.112 -1.986
H 1.69312 -50.56315 66.00137 0.936 -0.989 0.805
H 7.87228 -52.75130 67.29936 -0.648 -0.064 0.300
C -3.21272 -53.73030 64.01615 3.877 0.829 -1.432
C -2.77874 -52.54564 64.62628 -0.840 -2.538 -0.516
C -1.45870 -52.24912 64.70859 2.800 1.364 -0.970
C -0.51410 -53.06462 64.06600 1.293 0.762 1.838
C -0.93653 -54.16495 63.32146 1.142 0.983 0.466
C -2.22415 -54.46539 63.22699 -5.657 -1.129 -0.063
O -2.79172 -55.56466 62.35788 4.319 2.626 1.222
O -1.14533 -51.06098 65.34929 -3.191 -1.475 1.131
H -4.23225 -53.92070 64.03615 -1.720 -0.695 -0.212
H -3.47296 -51.95969 65.12864 -1.141 1.115 0.830
H 0.57158 -52.89070 64.39093 -1.552 -0.283 -1.105
H -0.28942 -54.80085 62.82102 1.544 -0.922 -0.790
H -3.60872 -55.52359 62.76083 -3.251 -0.727 0.691
H -0.39177 -50.53610 65.23106 2.364 0.184 -1.197
C 3.61967 -54.01267 59.41130 -3.347 4.901 5.666
C 4.16153 -52.87197 60.07438 -1.221 0.515 -0.290
C 3.48361 -52.08529 61.00034 -0.501 0.157 -0.191
C 2.18207 -52.53480 61.34657 -0.655 2.130 3.126
C 1.67142 -53.68466 60.85640 8.535 1.642 -3.190
C 2.37459 -54.37667 59.85429 -0.344 -0.628 -1.398
O 1.68785 -55.41480 59.27022 -1.045 -1.003 1.674
O 4.01749 -50.88068 61.45657 -0.792 -1.836 -0.167
H 4.30903 -54.50794 58.97419 3.771 -3.789 -3.967
H 5.01755 -52.43333 59.64884 1.459 0.210 -0.108
H 1.47811 -51.98776 62.15534 2.002 -0.958 -1.949
H 0.79382 -53.93712 60.96510 -8.794 -2.573 1.605
H 1.69854 -55.61001 58.34424 0.791 0.628 -0.658
H 3.31997 -50.50415 62.05699 1.022 -0.144 -0.716
```
Positions in Å, forces in eV/Å.

As for the LUMO energy: -0.0493 Ha. As for the HOMO energy: -7.4 eV. As for the largest force on an atom: 15.21 eV/A. The electronic energy is -92327.3848 eV. As for the multiplicity: 1. The energy relative to the best compared isomer or geometry (same formula, charge and spin) is 31.7 kcal per mole. For the HOMO-LUMO gap, the calculation gives 6.08 eV.

Here are the Mulliken charges for atoms 1 to 99, given in e: atom 1 (Li): 0.762, atom 2 (Li): 0.737, atom 3 (S): 0.526, atom 4 (O): -0.381, atom 5 (O): -0.122, atom 6 (O): -0.480, atom 7 (O): -0.621, atom 8 (C): -0.721, atom 9 (C): -0.721, atom 10 (C): 0.426, atom 11 (C): -0.487, atom 12 (C): -0.293, atom 13 (C): 0.770, atom 14 (O): -0.571, atom 15 (O): -0.207, atom 16 (H): 0.430, atom 17 (H): 0.422, atom 18 (H): 0.291, atom 19 (H): 0.257, atom 20 (H): 0.296, atom 21 (H): 0.109, atom 22 (C): -1.227, atom 23 (C): -0.479, atom 24 (C): 0.467, atom 25 (C): -0.330, atom 26 (C): 0.299, atom 27 (C): 0.374, atom 28 (O): -0.579, atom 29 (O): -0.582, atom 30 (H): 0.815, atom 31 (H): 0.306, atom 32 (H): 0.379, atom 33 (H): -0.127, atom 34 (H): 0.158, atom 35 (H): 0.367, atom 36 (C): -0.527, atom 37 (C): -0.504, atom 38 (C): 0.780, atom 39 (C): -0.754, atom 40 (C): 0.041, atom 41 (C): 0.335, atom 42 (O): -0.333, atom 43 (O): -0.529, atom 44 (H): 0.615, atom 45 (H): 0.266, atom 46 (H): 0.354, atom 47 (H): -0.147, atom 48 (H): 0.291, atom 49 (H): 0.275, atom 50 (C): -1.041, atom 51 (C): -0.393, atom 52 (C): 0.177, atom 53 (C): -0.126, atom 54 (C): 0.471, atom 55 (C): 0.517, atom 56 (O): -0.288, atom 57 (O): -0.543, atom 58 (H): 0.544, atom 59 (H): 0.196, atom 60 (H): 0.154, atom 61 (H): -0.194, atom 62 (H): 0.247, atom 63 (H): 0.300, atom 64 (C): 0.929, atom 65 (C): -0.319, atom 66 (C): 0.737, atom 67 (C): -1.200, atom 68 (C): -0.414, atom 69 (C): -0.343, atom 70 (O): -0.655, atom 71 (O): -0.503, atom 72 (H): -0.419, atom 73 (H): 0.465, atom 74 (H): 0.672, atom 75 (H): 0.251, atom 76 (H): 0.315, atom 77 (H): 0.304, atom 78 (C): -0.945, atom 79 (C): -0.443, atom 80 (C): -0.083, atom 81 (C): 0.189, atom 82 (C): -1.144, atom 83 (C): 0.831, atom 84 (O): -0.536, atom 85 (O): -0.504, atom 86 (H): 0.362, atom 87 (H): 0.575, atom 88 (H): 0.254, atom 89 (H): 0.817, atom 90 (H): 0.266, atom 91 (H): 0.282, atom 92 (C): -1.251, atom 93 (C): -0.498, atom 94 (C): -0.162, atom 95 (C): 1.131, atom 96 (C): -1.263, atom 97 (C): 0.308, atom 98 (O): -0.544, atom 99 (O): -0.600

=====

Record 2
A molecular structure, C3H2F3LaNO5S2 in a non-equilibrium geometry, computed with the ωB97M-V functional and the def2-TZVPD basis.

Structure (XYZ):
```
17
Properties=species:S:1:pos:R:3:forces:R:3
C 0.08743 -2.13835 -2.82423 -1.600 0.836 0.275
C 0.51183 -3.39083 -2.53081 -0.600 -1.407 0.695
O 0.80016 -4.44016 -2.19460 0.074 1.125 -0.460
La 1.37226 -0.13917 -1.46829 -1.712 1.212 2.607
H 0.31731 -1.88329 -3.86995 -0.254 -0.042 0.229
N -1.37942 0.89781 0.85404 1.625 0.212 -0.803
S -0.92359 1.62367 -0.66535 -2.508 1.732 0.228
O -2.13435 1.37876 -1.50617 2.411 -0.501 0.737
O -0.66660 3.08201 -0.47650 0.602 -2.772 -0.157
S -0.24664 0.31903 1.74406 -2.439 -0.746 1.777
O 0.93005 -0.18070 0.91913 1.211 -0.498 -2.359
O -0.72061 -0.63021 2.74391 0.918 1.292 -1.754
C 0.61845 1.62508 2.75816 -0.388 0.102 0.411
F 1.49693 2.27214 2.00839 0.297 0.302 -0.452
F -0.28461 2.47395 3.22100 0.090 -0.171 -0.154
F 1.25949 1.06767 3.77297 -0.018 -0.147 -0.106
H -1.03811 -1.93741 -2.48576 2.290 -0.532 -0.713
```
Positions in Å, forces in eV/Å.

As for the LUMO energy: -0.2306 Ha. As for the HOMO energy: -12.4 eV. As for the largest force on an atom: 3.35 eV/A. The electronic energy is -45542.2565 eV. As for the multiplicity: 1. The energy relative to the best compared isomer or geometry (same formula, charge and spin) is 0.8 kcal per mole. For the HOMO-LUMO gap, the calculation gives 6.08 eV. Its total charge is +1.

Mulliken charges in e: atom 1 (C): -1.462, atom 2 (C): 0.908, atom 3 (O): -0.130, atom 4 (La): 1.858, atom 5 (H): 0.465, atom 6 (N): -0.401, atom 7 (S): 0.624, atom 8 (O): -0.593, atom 9 (O): -0.572, atom 10 (S): 1.091, atom 11 (O): -0.709, atom 12 (O): -0.568, atom 13 (C): 0.674, atom 14 (F): -0.214, atom 15 (F): -0.203, atom 16 (F): -0.193, atom 17 (H): 0.427

=====

Record 3
A molecular structure, CH4INS in a non-equilibrium geometry, computed with the ωB97M-V functional and the def2-TZVPD basis.

Structure (XYZ):
```
8
Properties=species:S:1:pos:R:3:forces:R:3
C -0.83022 -1.10716 -0.32017 0.668 2.672 -0.519
N 0.57644 0.63895 -0.05896 -1.479 -1.442 -0.311
S 0.55979 1.33637 1.46427 0.336 -0.532 0.458
I 2.34835 -0.02127 -0.75416 0.691 -0.255 -0.082
H -0.63783 -2.16446 -0.18740 0.133 0.252 0.929
H -1.55943 -0.43288 0.13938 0.076 -1.071 0.313
H -0.66410 -0.79232 -1.32645 -0.113 -0.100 -0.671
H 0.20700 2.54276 1.04350 -0.311 0.475 -0.118
```
Positions in Å, forces in eV/Å.

As for the LUMO energy (alpha / beta): -0.0399 / -0.0220 Ha. As for the HOMO energy (alpha / beta): -8.5 / -8.6 eV. As for the largest force on an atom: 2.80 eV/A. The electronic energy is -21523.2842 eV. As for the multiplicity: 1. The energy relative to the best compared isomer or geometry (same formula, charge and spin) is 94.3 kcal per mole. For the HOMO-LUMO gap (alpha / beta), the calculation gives 7.37 / 8.00 eV.

natural (NBO) charges in e: atom 1 (C): -0.343, atom 2 (N): -0.873, atom 3 (S): 0.226, atom 4 (I): 0.298, atom 5 (H): 0.200, atom 6 (H): 0.207, atom 7 (H): 0.186, atom 8 (H): 0.098